{"formula": "C60H54N9O6ReS2", "method": "ωB97M-V/def2-TZVPD", "orbital_gap_ev": [5.4, 6.0], "lumo_energy_ev": [-3.721, -3.613], "charge": 1, "total_energy_ev": -112589.685, "multiplicity": 2, "e_homo_ev": [-9.1, -9.6], "elements": ["Re", "C", "O", "C", "C", "C", "C", "C", "C", "C", "C", "C", "C", "C", "N", "C", "C", "C", "C", "C", "C", "C", "C", "C", "C", "O", "C", "C", "C", "C", "N", "C", "C", "C", "C", "C", "C", "O", "C", "C", "C", "C", "C", "C", "C", "N", "C", "C", "N", "C", "C", "C", "C", "O", "C", "C", "C", "H", "H", "H", "H", "H", "H", "H", "H", "H", "H", "H", "H", "H", "H", "H", "H", "H", "H", "H", "H", "H", "H", "H", "H", "H", "H", "H", "H", "H", "H", "H", "H", "H", "H", "H", "H", "N", "C", "C", "C", "N", "H", "H", "H", "H", "H", "H", "H", "H", "H", "H", "N", "C", "C", "C", "C", "C", "C", "S", "O", "O", "N", "C", "S", "C", "C", "N", "H", "H", "H", "H", "H", "H", "H", "H"], "coordinates": [[0.248259, 0.013877, -0.492337], [6.470995, -2.334628, 6.668922], [5.440123, -3.205419, 6.232384], [4.630464, -2.778396, 5.237826], [3.634686, -3.672242, 4.837822], [2.759611, -3.328818, 3.829367], [2.851563, -2.089941, 3.192964], [3.840764, -1.209246, 3.599922], [4.732188, -1.538704, 4.615942], [1.906773, -1.721043, 2.100408], [0.711134, -1.108482, 2.414419], [0.259912, -0.950903, 3.762429], [-0.999559, -0.474193, 3.697645], [-1.312178, -0.293211, 2.310139], [-0.250997, -0.665736, 1.518118], [-2.537602, 0.199227, 1.888498], [-2.771678, 0.480291, 0.559285], [-4.019266, 1.004947, 0.081688], [-3.896490, 1.148351, -1.249085], [-2.589985, 0.663747, -1.601206], [-2.213772, 0.488459, -2.920272], [-3.102371, 1.011915, -3.996722], [-3.177898, 2.381694, -4.248810], [-4.008751, 2.872751, -5.234756], [-4.791790, 2.000675, -5.991755], [-5.574506, 2.575962, -6.933394], [-6.402421, 1.730657, -7.715480], [-4.733298, 0.632248, -5.744039], [-3.889534, 0.152445, -4.749077], [-1.104989, -0.271566, -3.271780], [-0.189959, -0.798360, -2.389424], [0.610791, -1.630768, -3.153854], [1.597502, -2.471565, -2.673947], [2.321989, -3.336321, -3.649790], [3.620646, -3.027250, -4.057313], [4.287300, -3.820827, -4.966734], [3.665372, -4.954157, -5.494580], [4.395618, -5.668639, -6.379270], [3.806607, -6.831335, -6.941134], [2.372147, -5.276697, -5.095563], [1.714366, -4.464329, -4.178883], [1.938677, -2.558603, -1.327334], [3.020491, -3.364357, -0.855553], [3.187179, -3.078548, 0.459156], [2.170306, -2.139887, 0.803084], [1.401678, -1.823300, -0.290074], [0.233418, -1.546953, -4.530797], [-0.818722, -0.698450, -4.604833], [-1.892278, 0.278452, -0.476180], [-3.627720, 0.346205, 2.893437], [-4.134527, -0.787326, 3.516173], [-5.156411, -0.702694, 4.453539], [-5.679353, 0.544332, 4.782568], [-6.672700, 0.744484, 5.679343], [-7.223315, -0.391792, 6.323576], [-5.173718, 1.688695, 4.165391], [-4.164683, 1.591213, 3.229261], [6.997165, -2.864331, 7.456820], [6.059276, -1.405167, 7.069259], [7.166383, -2.108488, 5.857232], [3.570168, -4.630486, 5.335353], [1.989627, -4.028101, 3.525656], [3.927480, -0.239243, 3.122161], [5.491075, -0.827824, 4.906932], [0.834437, -1.220081, 4.633237], [-1.678028, -0.259469, 4.505516], [-4.871048, 1.215143, 0.704822], [-4.627096, 1.499469, -1.957692], [-2.584305, 3.067236, -3.656313], [-4.075309, 3.933651, -5.435195], [-6.942016, 2.383884, -8.394236], [-7.116010, 1.188641, -7.090585], [-5.807404, 1.019556, -8.293481], [-5.337284, -0.063743, -6.306628], [-3.854813, -0.912853, -4.552626], [4.115292, -2.150560, -3.654215], [5.292488, -3.585355, -5.289278], [4.549500, -7.247708, -7.614184], [2.904862, -6.582836, -7.505314], [3.565988, -7.564409, -6.167904], [1.869394, -6.149782, -5.483753], [0.707511, -4.721200, -3.871687], [3.576472, -4.059818, -1.461445], [3.899150, -3.495652, 1.151816], [0.710433, -2.090222, -5.329205], [-1.378807, -0.400360, -5.474757], [-3.734086, -1.761417, 3.259681], [-5.533680, -1.606191, 4.908851], [-7.993574, -0.015278, 6.989657], [-6.466529, -0.921115, 6.907644], [-7.672828, -1.076964, 5.600939], [-5.591235, 2.649910, 4.433999], [-3.786120, 2.486023, 2.752686], [2.340544, 0.365679, -1.353222], [3.150549, 1.608321, -1.315488], [3.393949, 2.046067, 0.112963], [2.124613, 2.506247, 0.794553], [1.189097, 1.384945, 1.036155], [2.884256, -0.352717, -0.879744], [2.274624, 0.038349, -2.316655], [2.631907, 2.390570, -1.866900], [4.098443, 1.413001, -1.822141], [4.105202, 2.873543, 0.101950], [3.866047, 1.236351, 0.683193], [1.626406, 3.258336, 0.184276], [2.351297, 2.972416, 1.756186], [0.359330, 1.791770, 1.470927], [1.621922, 0.786740, 1.735639], [2.517443, 3.905447, 5.498233], [1.542582, 4.043501, 4.522610], [1.612502, 5.078324, 3.586332], [0.673444, 5.177034, 2.574133], [-0.354314, 4.249210, 2.493075], [-0.451341, 3.228086, 3.433595], [0.497631, 3.115114, 4.430186], [-1.489955, 4.293720, 1.147995], [-2.805524, 4.060803, 1.674763], [-1.238120, 5.499458, 0.396295], [-1.037552, 2.975105, 0.333504], [-0.531798, 3.031097, -0.876637], [-0.468538, 4.427824, -1.945283], [0.245873, 3.452397, -3.183582], [0.436125, 2.199923, -2.754624], [0.022077, 1.941121, -1.453856], [3.037223, 4.739390, 5.719755], [2.246285, 3.389110, 6.319422], [2.407577, 5.810867, 3.658068], [0.725306, 5.975584, 1.845804], [-1.273597, 2.522767, 3.379435], [0.425173, 2.315223, 5.157971], [0.488794, 3.854374, -4.152654], [0.857865, 1.404124, -3.349326]], "forces_ev_per_a": [[0.074, -0.202, 0.062], [0.002, 0.001, 0.000], [-0.004, -0.004, -0.003], [-0.004, 0.008, 0.003], [0.004, 0.002, 0.004], [0.006, -0.023, -0.003], [0.020, 0.036, -0.013], [-0.004, -0.006, 0.016], [-0.003, -0.001, 0.002], [-0.018, 0.006, -0.020], [0.000, -0.028, -0.013], [0.017, 0.016, 0.003], [-0.009, 0.006, -0.005], [-0.022, 0.000, -0.014], [0.064, -0.029, -0.054], [0.005, -0.025, 0.066], [-0.030, -0.008, -0.085], [0.019, -0.025, 0.034], [0.032, 0.010, -0.016], [0.000, 0.002, -0.020], [0.014, 0.026, -0.038], [0.036, -0.080, 0.046], [-0.026, 0.019, 0.021], [0.003, 0.015, 0.001], [-0.010, -0.008, -0.005], [0.015, -0.009, 0.018], [0.003, -0.005, 0.003], [0.011, 0.006, 0.001], [-0.019, 0.024, -0.047], [-0.005, -0.043, -0.014], [-0.098, 0.069, -0.069], [-0.054, 0.012, -0.016], [0.018, -0.051, 0.029], [0.028, 0.023, 0.006], [-0.004, -0.003, -0.001], [0.003, -0.008, -0.006], [-0.003, -0.006, 0.000], [-0.003, 0.008, 0.011], [-0.002, 0.004, 0.003], [0.002, -0.001, 0.001], [-0.001, -0.005, -0.014], [-0.012, 0.007, -0.034], [-0.006, -0.008, -0.015], [0.013, 0.029, 0.010], [-0.041, -0.042, -0.013], [0.049, 0.062, 0.052], [0.040, 0.004, 0.018], [-0.035, 0.035, 0.037], [0.009, 0.107, 0.071], [0.018, 0.023, -0.019], [-0.018, -0.002, 0.006], [0.012, 0.001, 0.000], [-0.013, -0.005, 0.003], [0.018, 0.005, -0.008], [0.000, -0.004, -0.001], [-0.005, 0.010, 0.005], [0.005, -0.011, 0.001], [0.000, 0.001, 0.000], [0.000, 0.000, 0.001], [0.001, 0.000, 0.000], [-0.002, -0.002, 0.002], [-0.001, -0.003, -0.002], [-0.004, 0.000, -0.003], [0.003, 0.003, 0.001], [0.003, -0.008, -0.001], [-0.007, 0.000, 0.006], [-0.004, 0.005, -0.004], [-0.008, -0.004, 0.004], [0.018, 0.009, 0.004], [0.003, 0.003, 0.000], [0.003, 0.000, 0.003], [0.000, 0.001, 0.002], [0.001, 0.001, 0.001], [-0.009, -0.004, -0.005], [-0.009, 0.000, -0.002], [0.001, 0.001, 0.001], [0.002, 0.003, -0.001], [-0.001, 0.001, 0.002], [-0.001, 0.000, -0.001], [0.000, 0.000, 0.000], [-0.001, -0.006, -0.004], [0.000, -0.001, 0.001], [-0.003, -0.001, -0.003], [0.001, -0.005, 0.002], [-0.004, 0.000, -0.005], [0.021, -0.006, -0.010], [-0.003, -0.001, 0.001], [-0.003, -0.004, 0.002], [0.002, -0.001, -0.002], [0.000, 0.001, 0.000], [0.000, 0.000, 0.000], [0.000, 0.001, 0.000], [-0.001, 0.022, -0.014], [0.010, -0.057, 0.031], [0.005, -0.008, 0.023], [0.029, 0.032, -0.043], [-0.007, 0.010, -0.026], [-0.069, 0.090, 0.042], [0.008, 0.014, -0.014], [-0.008, 0.011, 0.007], [0.008, -0.013, 0.015], [0.002, 0.012, -0.001], [0.006, -0.003, 0.017], [0.002, -0.009, 0.001], [0.019, -0.002, 0.028], [-0.010, -0.015, 0.002], [-0.005, 0.020, -0.011], [-0.017, 0.013, 0.004], [-0.017, 0.011, 0.001], [0.025, 0.000, 0.012], [0.001, 0.008, -0.001], [-0.013, -0.010, 0.010], [0.020, 0.005, 0.014], [0.017, 0.001, -0.012], [-0.020, -0.003, 0.007], [-0.061, -0.015, 0.064], [0.023, 0.010, -0.027], [-0.013, 0.007, -0.012], [0.061, -0.002, 0.006], [-0.013, 0.005, -0.073], [-0.070, -0.026, -0.015], [0.082, 0.008, 0.026], [-0.128, -0.036, -0.066], [0.031, 0.003, 0.043], [0.000, -0.007, -0.003], [0.005, 0.000, -0.007], [0.001, 0.000, 0.001], [0.002, 0.001, -0.004], [0.003, 0.006, 0.006], [-0.001, -0.003, 0.002], [0.015, 0.005, 0.001], [-0.014, -0.005, -0.008]]}